This record from the OMol25 dataset describes a cluster of 8 separate species, C54H58FIN9O19P2S in total in a non-equilibrium geometry. The level of theory is ωB97M-V/def2-TZVPD.

## Properties
Spin multiplicity ... 1
Charge ... -1
LUMO energy ... 0.178 eV

Element x y z (Å)
C  -0.10172  -3.33348  6.43613
C  -0.06359  -2.37052  5.66872
P  -0.14153  -0.93935  4.34057
C  -1.35203  -0.09890  5.57188
C  -2.41110  0.93062  5.10943
C  -3.60790  0.54535  4.15330
C  -0.28846  0.42919  3.02965
C  0.75234  0.57770  1.87621
C  0.71937  2.12815  1.37823
I  -1.21431  2.76758  0.65726
N  1.33093  -0.25607  5.11264
C  1.70629  1.10157  4.97886
C  1.07087  2.39836  5.67463
O  2.71027  1.38817  4.30621
C  1.86964  -0.81305  6.31287
C  3.08367  -1.85806  6.42986
O  1.54351  -0.37948  7.42982
P  1.28400  -2.27154  3.21187
N  0.79666  -2.46024  1.49368
O  2.88219  -1.55528  3.22661
S  -1.70832  -2.21625  3.45566
O  -1.17845  -3.62123  3.45541
O  -2.15519  -1.96238  2.08585
F  -3.07121  -2.45436  4.45976
H  0.02875  -4.10176  7.22731
H  -1.85961  -0.91527  6.18673
H  -0.68027  0.40931  6.34176
H  -2.95244  1.24227  6.07706
H  -2.04551  1.95169  4.74376
H  -4.27679  -0.19625  4.70433
H  -4.26134  1.46236  3.97829
H  -3.35123  0.10858  3.15270
H  -0.37589  1.49141  3.45648
H  -1.30378  0.39277  2.50295
H  1.84221  0.41546  2.06321
H  0.34785  0.04793  0.95020
H  1.01828  2.71795  2.30840
H  1.55766  2.25928  0.63057
H  1.15173  2.29848  6.80157
H  -0.02902  2.46106  5.43718
H  1.55556  3.34197  5.29986
H  3.14205  -2.55861  5.55501
H  2.88851  -2.47764  7.35471
H  4.01080  -1.25087  6.62617
H  0.51862  -3.44138  1.40186
H  1.61559  -2.25278  0.89965
H  3.34495  -2.09903  2.54857
C  -1.19281  -1.95484  -1.26562
C  -2.14975  -2.93252  -1.00505
C  -2.90409  -3.45994  -2.04533
C  -2.69041  -3.00524  -3.34293
C  -1.74311  -2.02439  -3.61019
C  -0.99385  -1.49905  -2.56573
N  -3.46599  -3.57658  -4.44538
O  -4.30519  -4.42393  -4.17594
O  -3.23060  -3.17809  -5.57722
H  -0.59797  -1.54628  -0.45499
H  -2.30442  -3.28477  0.00881
H  -3.64542  -4.22014  -1.83150
H  -1.57592  -1.66307  -4.61803
H  -0.24987  -0.73556  -2.76395
C  -0.44597  -1.34194  -10.15304
C  0.57715  -2.20353  -9.77463
C  1.20931  -2.03650  -8.54973
C  0.80500  -1.00540  -7.70998
C  -0.21203  -0.13489  -8.08396
C  -0.83742  -0.30668  -9.31160
N  1.45206  -0.84055  -6.40464
O  2.35320  -1.61026  -6.11470
O  1.04965  0.05435  -5.68038
H  -0.94179  -1.47850  -11.10834
H  0.88015  -3.00844  -10.43432
H  2.00570  -2.71446  -8.26512
H  -0.52724  0.67301  -7.43477
H  -1.63376  0.36439  -9.61210
C  -6.54153  -2.82001  -5.58898
C  -6.54902  -1.47703  -5.22882
C  -7.73328  -0.75254  -5.26853
C  -8.90570  -1.38522  -5.66674
C  -8.90540  -2.72565  -6.03551
C  -7.71650  -3.44233  -5.99567
N  -10.16270  -0.63102  -5.68641
O  -10.12352  0.54817  -5.37497
O  -11.17835  -1.22599  -6.00976
H  -5.61614  -3.38433  -5.55174
H  -5.63004  -0.99543  -4.91366
H  -7.72726  0.29301  -4.98571
H  -9.81530  -3.22160  -6.35095
H  -7.70522  -4.48873  -6.27818
C  -2.10885  -8.01067  7.53457
C  -1.16538  -7.12774  7.02332
C  0.18630  -7.33229  7.27363
C  0.58091  -8.42738  8.03368
C  -0.35746  -9.31079  8.55509
C  -1.70673  -9.09812  8.30294
N  2.00769  -8.66184  8.27929
O  2.80222  -7.85790  7.82360
O  2.31876  -9.65194  8.92347
H  -3.16279  -7.85149  7.33266
H  -1.48328  -6.28017  6.42563
H  0.91185  -6.63677  6.86846
H  -0.05577  -10.16283  9.15199
H  -2.44645  -9.78264  8.70224
C  1.47090  7.57632  1.01364
C  2.44640  7.40491  1.98894
C  2.10322  6.89280  3.23331
C  0.77977  6.55158  3.48773
C  -0.20257  6.72675  2.52072
C  0.14788  7.24219  1.27964
N  0.41777  5.98740  4.79189
O  1.30296  5.86617  5.62351
O  -0.74542  5.66889  4.97016
H  1.74395  7.97150  0.04093
H  3.47662  7.66824  1.77700
H  2.87138  6.76322  3.98590
H  -1.23600  6.46681  2.71540
H  -0.60994  7.38019  0.51709
C  2.26821  13.51348  -0.75092
C  2.98548  12.61117  0.02596
C  3.12775  11.29431  -0.39102
C  2.55073  10.89383  -1.59047
C  1.82573  11.78767  -2.36934
C  1.68553  13.10214  -1.94431
N  2.71977  9.51052  -2.04633
O  3.34686  8.74832  -1.32710
O  2.22830  9.20144  -3.11759
H  2.16348  14.54299  -0.42518
H  3.43674  12.93588  0.95642
H  3.68873  10.59966  0.22221
H  1.37022  11.47868  -3.30228
H  1.12464  13.80853  -2.54528
C  7.60664  -3.08142  -5.08803
C  6.22982  -3.07812  -4.89815
C  5.38864  -3.54473  -5.89963
C  5.93866  -4.01667  -7.08595
C  7.31426  -4.01627  -7.28667
C  8.14838  -3.54550  -6.28163
N  5.05660  -4.53403  -8.13678
O  3.85352  -4.50378  -7.93589
O  5.57590  -4.96981  -9.15113
H  8.26131  -2.72131  -4.30144
H  5.81181  -2.71394  -3.96686
H  4.31717  -3.53661  -5.73905
H  7.74726  -4.37844  -8.21115
H  9.22262  -3.54338  -6.42627